# C4H13NO2

3 unconnected molecules or ions with the total composition C4H13NO2 in a non-equilibrium geometry (ωB97M-V with the def2-TZVPD basis set, the OMol25 dataset).

Last column: Mulliken charge in e.
Element x y z (Å)
O 2.12 2.34 0.55  -0.67
O 1.84 -1.35 2.63  -0.67
N -0.35 1.00 1.78  -0.61
C -1.39 -0.48 -1.58  -0.58
C -0.32 -0.66 -2.66  -1.04
C -0.81 -0.38 -0.18  -0.25
C -0.95 0.73 0.53  0.04
H -1.07 1.27 2.44  0.28
H -0.33 -1.30 0.16  0.26
H -1.97 0.44 -1.71  0.31
H 0.45 0.11 -2.62  0.30
H -1.82 1.33 0.24  0.28
H 1.18 -2.03 2.82  0.33
H -0.81 -0.62 -3.63  0.33
H 2.86 1.73 0.51  0.30
H 0.15 -1.62 -2.47  0.29
H 1.88 -1.31 1.67  0.32
H 1.37 1.90 0.97  0.38
H -2.13 -1.28 -1.64  0.30
H 0.09 0.20 2.20  0.12

Summary:
**Gap between HOMO and LUMO**: 9.17 eV
**LUMO level**: 0.0196 hartree
**E_tot**: -9943.2256 eV
**Energy relative to the best compared isomer or geometry (same formula, charge and spin)**: 93.7 kJ/mol